# 1
The following is a quantum chemistry calculation of a structure of composition C55H32BiCl7F9GeNOP at a distorted geometry, from the Open Molecules 2025 dataset.

XYZ file:
```
108
Properties=species:S:1:pos:R:3:forces:R:3:lowdin_charge:R:1
Bi -0.3682 0.2182 -0.4008 -0.62 -0.77 -0.70 1.590
Ge 0.1298 -1.6555 -3.1331 -0.52 -0.38 -0.27 0.854
Cl -1.9460 5.5089 -2.9047 0.02 0.29 -0.15 0.676
Cl 3.2320 2.4484 -3.2078 0.13 0.20 -0.09 0.730
Cl -4.9401 4.8825 -2.3604 -0.19 0.16 -0.12 0.691
Cl -3.5418 0.1722 -0.2546 -0.40 -0.60 0.33 0.709
Cl 6.8441 -0.5509 -0.6357 0.46 -0.10 0.03 0.681
Cl 0.2177 3.4520 -2.2083 0.31 0.37 -0.05 0.745
Cl -5.7401 2.1306 -1.1282 -0.21 -0.05 -0.04 0.693
P 0.1827 1.2416 2.5605 -0.13 0.29 0.72 1.019
F -5.7028 4.3876 1.0109 0.01 -0.24 -0.15 0.108
F -0.4769 4.0482 8.7062 -0.15 0.03 -0.15 0.134
F 1.6704 4.0490 8.5733 0.18 0.07 -0.20 0.132
F -5.0977 5.1418 2.9192 0.13 -0.09 0.22 0.127
F 0.4922 -5.3586 3.6685 0.21 0.12 -0.14 0.134
F -1.6485 -5.2350 3.5129 -0.18 0.13 -0.20 0.139
F -0.6765 -4.7892 5.3763 0.02 0.20 0.14 0.130
F 0.6305 2.2813 9.2195 -0.02 -0.20 -0.07 0.131
F -4.3122 6.0227 1.1247 0.30 0.06 -0.18 0.136
O 1.2720 0.9240 -1.6699 0.37 -0.35 0.39 -0.357
N 1.8037 -1.0576 0.1310 0.17 -0.37 0.38 0.018
C -0.8483 -5.2098 -5.3171 0.07 -0.24 -0.14 -0.110
C -1.1811 3.3441 1.5108 0.14 -0.30 0.14 -0.105
C 4.3398 -2.7011 -2.8737 0.23 -0.02 -0.13 -0.099
C 0.2556 1.8439 4.3320 0.15 0.17 -0.22 -0.355
C -2.2076 -5.0784 -5.5339 -0.08 -0.07 -0.04 -0.118
C 0.4800 2.8192 6.9202 0.15 0.07 -0.04 -0.125
C -3.7242 2.6341 2.3240 -0.04 0.29 -0.05 -0.013
C 4.2892 -3.8294 -2.0760 0.08 -0.09 -0.04 -0.105
C -1.4171 3.0467 -1.9207 -0.52 0.07 0.10 -0.727
C -3.4966 3.8765 1.7404 0.20 -0.06 -0.01 -0.114
C -0.3086 2.3557 -5.6799 -0.04 0.11 -0.08 -0.107
C -0.2404 -0.4871 3.0073 0.10 0.02 -0.22 -0.410
C 2.8297 -0.4367 -0.4709 0.79 -0.15 0.16 -0.174
C -1.2572 -1.2612 2.4585 0.14 0.15 0.14 -0.125
C 1.9361 -2.4908 -2.8052 -0.61 0.48 -0.09 -0.259
C -0.5780 -4.6272 4.0390 0.02 -0.39 0.20 -0.585
C 0.5845 -2.4288 4.1916 -0.16 -0.08 -0.08 -0.013
C -0.7073 1.5277 5.2893 0.11 0.02 0.03 -0.065
C 0.0413 -0.0153 -4.2427 0.19 -0.53 0.34 -0.257
C -0.4542 -3.1841 3.6543 -0.23 0.05 -0.16 -0.129
C -2.1546 -2.9570 -4.4207 -0.12 0.23 0.09 -0.114
C -0.1473 -4.2080 -4.6686 0.20 0.05 0.06 -0.117
C -1.3652 1.8100 -4.9708 -0.07 0.07 -0.10 -0.102
C -2.3929 3.9916 -2.2428 0.02 -0.17 0.11 -0.730
C -4.6361 4.8483 1.6799 -0.38 0.30 0.07 -0.589
C 1.3162 2.6709 4.6864 -0.12 -0.21 -0.17 -0.083
C -0.5991 2.0096 6.5767 0.09 0.07 0.08 -0.004
C 3.5734 1.2185 -2.0483 -0.48 -0.14 0.20 -0.577
C -2.2205 4.2258 1.3068 -0.51 0.11 0.14 0.001
C -4.0913 2.5000 -1.4311 0.08 0.12 -0.02 -0.718
C 2.5043 0.5969 -1.3979 -0.06 0.45 -0.46 -0.390
C -3.0864 1.6028 -1.0879 0.26 0.45 -0.26 -0.716
C -1.3808 2.1218 2.1582 0.01 0.09 0.00 -0.413
C -2.6731 1.7665 2.5431 0.27 0.08 -0.05 -0.103
C 3.3157 -2.5295 1.2174 0.57 0.19 -0.01 -0.043
C 3.1747 -2.0382 -3.2278 0.07 0.04 -0.26 -0.107
C -1.1827 0.6405 -4.2554 -0.21 -0.07 0.05 -0.131
C 0.6833 -1.0935 3.8638 -0.07 -0.04 0.01 -0.095
C 0.9139 1.7085 -5.6843 0.09 0.02 -0.16 -0.124
C -0.7880 -3.0689 -4.2050 0.43 0.20 0.24 -0.255
C 3.0588 -4.2933 -1.6385 0.02 -0.13 -0.02 -0.101
C 0.5827 3.3010 8.3364 -0.02 0.07 0.35 -0.586
C 4.8985 0.8725 -1.8076 0.13 -0.44 0.38 -0.128
C -1.0579 -1.4253 -1.6474 0.52 0.64 -0.24 -0.548
C 5.1930 -0.1260 -0.9128 -0.05 0.36 -0.33 -0.636
C -2.8619 -3.9431 -5.0817 -0.12 -0.07 -0.09 -0.103
C 1.4402 3.1558 5.9763 -0.13 0.05 0.43 -0.010
C 1.0791 0.5274 -4.9807 0.18 -0.06 -0.10 -0.134
C -1.7420 1.8282 -1.3446 -0.18 0.28 -0.11 -0.375
C 4.1783 -0.8187 -0.2337 -0.37 0.07 0.14 -0.185
C -1.3702 -2.6016 2.7862 0.18 -0.34 0.24 0.004
C 4.3927 -1.8915 0.6536 -0.32 -0.15 0.19 -0.023
C -3.7356 3.7179 -2.0022 0.08 -0.20 0.08 -0.722
C 1.9043 -3.6260 -2.0016 -0.13 -0.08 0.00 -0.139
C 2.0298 -2.0755 0.9290 -0.26 0.39 -0.25 -0.130
H 5.2939 -2.3311 -3.2230 0.10 0.05 -0.01 0.101
H -0.1831 3.6094 1.1877 0.08 0.03 -0.10 0.105
H 2.0617 2.9220 3.9456 0.08 0.02 -0.08 0.100
H -2.0463 5.1825 0.8376 0.00 0.06 -0.05 0.126
H -1.9984 0.2283 -3.6773 -0.10 -0.02 0.08 0.081
H -1.3347 1.7552 7.3263 -0.08 -0.02 0.03 0.124
H 5.6833 1.3908 -2.3340 0.11 0.03 -0.04 0.103
H 5.4015 -2.2150 0.8665 0.02 -0.02 -0.02 0.090
H -2.1695 -3.1914 2.3665 -0.06 -0.08 -0.05 0.125
H -1.5365 0.8870 5.0269 -0.07 -0.05 0.00 0.106
H 1.4877 -0.4977 4.2729 0.09 -0.02 0.05 0.112
H 5.2000 -4.3437 -1.7966 0.04 -0.01 0.01 0.100
H -2.7544 -5.8570 -6.0491 -0.04 -0.05 -0.01 0.090
H -2.6664 -2.0832 -4.0407 -0.12 0.04 0.05 0.085
H 1.3031 -2.8895 4.8537 0.06 -0.02 0.06 0.127
H -4.7247 2.3639 2.6262 -0.11 -0.04 0.05 0.129
H -0.4358 3.2813 -6.2253 -0.02 0.05 -0.03 0.097
H -0.3328 -6.1023 -5.6462 0.05 -0.06 -0.07 0.092
H 2.0398 0.0316 -5.0023 0.08 0.04 -0.04 0.078
H 1.7448 2.1289 -6.2354 0.06 0.02 -0.03 0.094
H -1.9736 -0.8340 1.7754 -0.12 0.08 -0.06 0.036
H 0.9173 -4.3148 -4.5024 0.07 -0.10 -0.03 0.087
H -2.8665 0.8202 3.0237 -0.01 -0.10 0.06 0.096
H 1.1593 -2.5585 1.3527 -0.11 -0.06 0.06 0.106
H 3.4520 -3.3719 1.8743 0.02 -0.15 0.11 0.106
H 0.9442 -3.9917 -1.6603 -0.10 -0.08 0.11 0.102
H -2.3298 2.3004 -4.9680 -0.07 0.06 0.02 0.103
H -1.0468 -2.3113 -1.0075 0.05 -0.17 0.19 -0.096
H 2.2784 3.7792 6.2548 -0.01 0.02 -0.01 0.118
H 3.2463 -1.1551 -3.8432 0.06 0.12 -0.07 0.083
H 2.9991 -5.1744 -1.0145 0.00 -0.08 0.07 0.100
H -3.9264 -3.8369 -5.2347 -0.11 0.03 -0.03 0.093
```
Forces are in eV/Å.

## Properties
Net charge: -1
Multiplicity: 1
Gap between HOMO and LUMO in eV: 5.858
LUMO energy in eV: 1.742


# 2
The following is a quantum chemistry calculation of a structure of composition C55H39N15O2Ta at a distorted geometry, from the Open Molecules 2025 dataset.

XYZ file:
```
112
Properties=species:S:1:pos:R:3:forces:R:3:lowdin_charge:R:1
Ta -0.1766 -0.8861 -0.9040 -1.00 2.03 -0.16 2.072
O -2.3236 -2.6963 1.3093 -0.26 -0.32 0.07 0.103
O -0.0158 0.4791 -2.3616 0.59 -0.66 0.95 -0.252
N 0.8306 1.0950 0.5695 -0.27 -0.53 -0.63 0.064
N 2.7200 4.7302 2.0268 0.68 -0.26 -0.23 -0.061
N 4.1974 5.6506 3.2805 0.64 0.42 0.58 0.074
N -1.8062 -0.8326 2.4993 0.20 -0.03 0.36 0.108
N 1.7455 -1.5338 -0.8970 0.17 -0.53 0.36 -0.046
N -2.0142 0.7620 0.7731 -0.05 0.40 1.33 0.150
N 2.9616 5.5310 3.0885 -1.17 0.31 0.32 0.050
N -1.8473 0.7929 -0.5759 0.48 -0.77 -0.98 -0.052
N -2.5945 -2.0368 -3.0696 -1.09 0.03 0.40 0.211
N 2.2416 -1.8256 1.4025 0.15 -0.10 0.67 0.195
N 2.1118 -1.7099 -3.2560 0.32 -0.04 -0.20 0.211
N -0.2173 -1.9917 -2.7285 -0.23 0.20 0.86 0.011
N -0.1356 -1.7872 1.1521 0.44 0.17 -0.83 0.030
N 1.1149 3.0953 1.4438 -0.13 -0.35 -0.19 -0.008
N -1.9943 -1.7751 -0.8011 0.33 -0.55 0.09 -0.036
C 3.8532 -1.0215 -1.6727 -0.15 0.10 0.77 -0.091
C -3.4771 2.5560 -0.8374 0.13 -0.09 0.03 0.011
C -4.2256 -1.5389 -1.3203 -0.26 0.05 0.81 -0.087
C -1.0540 -3.1025 -7.1115 -0.38 0.04 0.11 -0.069
C 0.9543 2.3854 0.3028 -0.01 0.10 -0.39 -0.343
C -4.1415 -1.4603 0.0756 0.02 -0.15 -0.73 -0.056
C -3.2861 -1.4589 4.3990 0.15 -0.03 -0.13 -0.013
C -3.9001 1.2306 4.6868 0.02 -0.02 -0.06 -0.070
C 1.0222 -2.1102 1.7725 0.36 0.12 -0.43 -0.321
C 0.8965 3.0180 -1.0364 0.00 0.00 -0.10 0.011
C -2.8899 -1.8184 -1.8265 0.33 -0.23 -1.31 -0.275
C 4.8732 4.9180 2.3484 -0.56 -0.72 -0.99 -0.220
C -0.2376 -4.6044 4.8469 -0.09 0.00 -0.02 -0.042
C 3.8824 -1.0402 -0.2546 -0.15 0.12 -0.73 -0.097
C -1.3328 -2.2219 -3.4676 0.25 -0.13 -0.21 -0.276
C 5.6416 3.2599 0.2973 -0.16 -0.02 -0.07 -0.074
C 0.3404 -3.0157 -7.1828 0.33 0.07 0.16 -0.063
C -1.1314 -3.9528 4.0025 -0.05 0.04 -0.04 -0.006
C -4.1985 -1.0476 5.3570 -0.03 0.02 0.02 -0.067
C -1.2650 -2.1516 2.0572 -0.36 0.30 0.34 -0.341
C -0.8708 1.0310 -3.1790 -1.13 0.89 -0.68 -0.401
C 1.1253 -4.3500 4.8023 0.06 -0.01 -0.06 -0.047
C -1.7223 -2.8731 -5.9291 -0.04 -0.01 -0.14 -0.009
C -0.6297 -3.0329 3.1042 0.53 0.00 -0.20 -0.044
C 6.1350 -0.2871 -0.2850 -0.09 -0.08 0.33 -0.084
C -2.6938 -1.6301 0.4550 0.17 0.27 0.47 -0.342
C 0.7561 -2.8689 2.9888 -0.64 -0.18 0.31 -0.089
C 5.0293 -0.6725 0.4439 0.08 -0.04 0.05 -0.001
C 0.8922 -2.0756 -3.5681 0.41 -0.02 -0.31 -0.293
C 0.9276 0.9829 1.9339 0.13 0.26 0.54 -0.117
C -0.5279 0.9547 -4.6443 0.16 -0.02 0.28 0.021
C -2.4125 1.6522 -1.3686 0.11 -0.29 0.65 -0.300
C 6.1105 -0.2726 -1.6843 -0.16 -0.07 -0.24 -0.068
C 3.9119 4.2919 1.5149 0.51 0.44 0.56 -0.148
C 2.5262 -1.4012 -2.0606 0.03 0.13 -0.82 -0.285
C 1.1055 2.2073 2.4853 -0.06 -0.52 0.16 -0.017
C -6.5097 -0.8979 -1.2174 0.00 0.03 -0.07 -0.054
C -2.6593 -0.5173 3.5995 -0.26 -0.06 0.06 -0.190
C 6.5974 3.9032 1.0944 0.17 0.04 0.08 -0.075
C 4.2887 3.4348 0.4889 -0.05 -0.13 -0.21 -0.006
C -4.5206 0.2899 5.4938 -0.05 0.03 0.06 -0.083
C 1.3744 4.5025 1.5923 -0.18 0.47 -0.03 -0.064
C -5.4120 -1.2649 -1.9805 0.23 -0.05 -0.02 0.012
C -6.4199 -0.8026 0.1661 0.07 -0.04 0.14 -0.048
C 6.2365 4.7296 2.1320 -0.14 0.01 0.05 -0.002
C 1.1031 -2.7014 -6.0775 0.08 -0.03 -0.17 -0.005
C 1.6452 -3.4935 3.8455 -0.11 0.20 -0.16 0.015
C -0.9634 -2.5603 -4.8053 0.71 -0.01 0.20 -0.122
C -2.2344 -0.3924 1.2568 0.19 0.35 -0.97 -0.254
C -2.9643 0.8338 3.7521 0.11 -0.09 0.01 -0.024
C -2.0096 1.6586 -2.7357 0.57 -0.30 -0.37 0.002
C -5.2292 -1.0754 0.8313 0.01 -0.12 0.07 0.014
C 0.4481 -2.4746 -4.8707 -0.70 0.03 0.22 -0.107
C 2.5753 -1.4427 0.1781 -0.04 -0.08 0.27 -0.282
C 4.9849 -0.6432 -2.3924 0.10 -0.06 -0.07 -0.001
H -1.6084 -3.3395 -8.0060 -0.08 -0.05 -0.07 0.106
H -3.7310 3.3388 -1.5416 -0.02 0.06 -0.10 0.087
H 7.6422 3.7335 0.8863 0.11 -0.01 0.00 0.106
H 5.9733 2.6029 -0.4920 0.03 -0.05 -0.07 0.094
H 3.5728 2.9120 -0.1253 -0.05 -0.05 -0.09 0.094
H 0.8763 0.0468 2.4436 -0.09 0.02 0.11 0.087
H 2.1742 -2.6214 -6.1447 0.21 -0.01 0.00 0.114
H 1.1748 5.0095 0.6408 0.01 -0.15 0.20 0.141
H 1.0256 2.2542 -1.7959 0.05 0.13 0.05 0.070
H -1.2285 0.2793 -5.1372 0.00 -0.02 -0.03 0.095
H -5.2634 0.5995 6.2096 -0.08 0.03 0.15 0.105
H -2.6455 2.1673 -3.4419 0.03 0.03 -0.12 0.122
H 1.7895 -4.8612 5.4824 0.03 -0.04 0.06 0.113
H -4.1498 2.2771 4.7706 -0.03 0.10 0.07 0.107
H 0.8250 -3.1937 -8.1309 0.07 -0.01 -0.07 0.108
H 7.0386 0.0065 0.2288 0.04 0.05 0.05 0.109
H -3.0945 -2.5061 4.2586 -0.03 -0.06 0.00 0.081
H 0.7276 4.9237 2.3721 0.14 -0.06 -0.25 0.148
H -3.1289 2.9955 0.0982 -0.03 0.03 0.06 0.088
H -5.4480 -1.3072 -3.0565 -0.07 -0.03 -0.16 0.121
H -2.7966 -2.9154 -5.8576 -0.16 -0.06 -0.05 0.114
H 1.2237 2.5171 3.5033 0.06 0.07 0.19 0.132
H -2.1772 -4.2104 4.0383 -0.10 0.01 0.01 0.113
H 4.9763 -0.6398 -3.4709 -0.02 0.03 -0.11 0.117
H 1.6767 3.7666 -1.1601 0.01 0.07 -0.01 0.083
H -4.6809 -1.7910 5.9722 -0.07 -0.06 0.08 0.110
H -4.3685 1.9739 -0.6078 -0.12 -0.03 0.03 0.090
H 5.0296 -0.6689 1.5224 0.06 -0.03 0.13 0.119
H -0.6168 -5.3358 5.5434 -0.05 -0.05 0.09 0.113
H -2.4806 1.5469 3.1022 0.05 0.12 0.02 0.100
H 6.9594 5.2187 2.7624 0.14 0.06 0.07 0.117
H -0.5985 1.9272 -5.1255 -0.03 0.07 0.00 0.094
H 6.9936 0.0475 -2.2180 0.06 -0.02 -0.06 0.110
H 0.4792 0.5560 -4.7643 -0.04 0.04 -0.03 0.091
H -7.2843 -0.4957 0.7369 -0.05 0.01 0.02 0.113
H -5.1575 -0.9689 1.9030 0.00 -0.01 0.18 0.120
H -7.4433 -0.6542 -1.7023 -0.06 -0.03 -0.05 0.112
H 2.7033 -3.3171 3.7406 0.14 -0.04 -0.02 0.121
H -0.0736 3.4954 -1.1844 0.00 0.06 -0.10 0.095
```
Forces are in eV/Å.

## Properties
Net charge: +1
Multiplicity: 1
Gap between HOMO and LUMO (spin up / spin down) in eV: 4.905 / 4.821
LUMO energy (spin up / spin down) in eV: -3.768 / -3.813